(1)
A 2-piece molecular cluster, H3OS2 overall, computed with wB97M-V/def2-TZVPD.

```
! RIJCOSX wB97M-V def2-TZVPD def2/J DEFGRID3
* xyz -1 1
S -1.228 -1.195 0.161
S -1.772 0.849 0.332
O 1.813 0.483 -0.122
H -1.739 -1.433 -1.023
H 2.059 0.633 0.763
H 0.866 0.664 -0.111
*
```

## Properties
Electronic energy (eV): -23768.050
Relative energy (zero: lowest compared OMol25 entry of this formula, charge and spin) (eV): 0.211
Orbital gap (eV): 6.3

(2)
A 2-piece molecular cluster, H3OS2 overall, computed with wB97M-V/def2-TZVPD.

```
! RIJCOSX wB97M-V def2-TZVPD def2/J DEFGRID3
* xyz -1 1
S -1.127 -0.778 0.101
S -0.010 0.669 -0.936
O 2.304 0.094 1.290
H -2.325 -0.176 0.037
H 1.760 0.112 2.087
H 1.631 0.171 0.573
*
```

## Properties
Electronic energy (eV): -23768.224
Relative energy (zero: lowest compared OMol25 entry of this formula, charge and spin) (eV): 0.037
Orbital gap (eV): 6.3